[1]
Entry from OMol25: a molecular structure, C42H48F3N4O3P4RbS2 (ωB97M-V with the def2-TZVPD basis set).

Each line ends with the Mulliken charge.
Atoms and positions in Å:
Rb: -0.3459 -0.4669 -0.0888  0.898
S: 1.4700 -0.1856 2.7889  -0.777
P: 3.0022 -0.2222 1.4588  1.620
C: 2.7550 0.1093 -0.1209  -0.420
P: 2.9652 -0.4146 -1.6559  1.271
S: 1.4474 -0.2109 -2.9913  -0.717
C: 4.4235 0.4167 -2.4505  -0.583
C: 5.4539 0.8750 -1.6364  0.313
C: 6.5753 1.4884 -2.1799  -0.948
C: 6.6777 1.6551 -3.5546  -0.468
C: 5.6497 1.2102 -4.3769  -0.683
C: 4.5301 0.5986 -3.8268  -0.457
C: 3.4616 -2.1876 -1.7765  0.778
C: 2.7535 -3.1034 -1.0015  0.023
C: 3.0549 -4.4552 -1.0393  -0.306
C: 4.0738 -4.9192 -1.8598  -0.831
C: 4.7883 -4.0183 -2.6366  -0.885
C: 4.4865 -2.6619 -2.5919  -0.617
C: 4.2208 0.9717 2.1790  -0.150
C: 4.4338 2.1834 1.5306  -0.320
C: 5.3232 3.1170 2.0473  -0.679
C: 6.0218 2.8429 3.2162  -0.371
C: 5.8163 1.6325 3.8689  -0.556
C: 4.9161 0.7092 3.3555  -0.489
C: 3.9015 -1.8153 1.7414  -0.486
C: 3.3513 -2.8603 2.4731  -0.391
C: 3.9983 -4.0887 2.5506  -0.506
C: 5.2084 -4.2840 1.9029  -0.476
C: 5.7713 -3.2431 1.1731  -0.514
C: 5.1191 -2.0236 1.0934  0.148
H: 5.3471 0.7648 -0.5639  0.009
H: 7.3637 1.8434 -1.5254  0.439
H: 7.5500 2.1369 -3.9827  0.336
H: 5.7177 1.3446 -5.4510  0.378
H: 3.7125 0.2640 -4.4543  0.332
H: 1.9454 -2.7629 -0.3638  0.013
H: 2.4751 -5.1433 -0.4361  0.438
H: 4.3008 -5.9785 -1.9019  0.361
H: 5.5811 -4.3707 -3.2876  0.426
H: 5.0541 -1.9723 -3.2049  0.275
H: 3.8897 2.3661 0.6091  0.398
H: 5.4774 4.0577 1.5296  0.377
H: 6.7250 3.5650 3.6165  0.341
H: 6.3589 1.4107 4.7814  0.363
H: 4.7427 -0.2284 3.8722  0.345
H: 2.3999 -2.6984 2.9657  0.290
H: 3.5436 -4.9001 3.1082  0.375
H: 5.7038 -5.2474 1.9477  0.339
H: 6.7042 -3.3914 0.6414  0.390
H: 5.5444 -1.2277 0.4917  0.106
C: -6.0718 2.3731 -0.0413  -0.894
N: -5.2556 2.0714 1.1288  0.137
C: -5.8797 1.0607 1.9819  -1.032
P: -3.6229 1.8240 0.8704  1.062
O: -3.2074 0.6340 0.1169  -0.968
O: -3.3110 3.2031 0.0582  -0.902
P: -1.9115 3.3091 -0.7788  0.709
O: -0.8197 2.5864 -0.1194  -0.663
N: -2.2271 2.8410 -2.3100  0.616
C: -3.4650 3.2379 -2.9493  -1.045
C: -1.5985 1.6323 -2.8451  -0.511
N: -1.7918 4.9737 -0.8514  0.081
C: -0.6779 5.4322 -1.6848  -1.037
C: -1.8346 5.6752 0.4290  -0.857
N: -2.9586 1.9410 2.3598  0.495
C: -3.0453 3.1906 3.0926  -0.998
C: -1.7871 1.1236 2.6971  -0.913
H: -7.0478 2.7319 0.2946  0.410
H: -6.2274 1.4908 -0.6744  0.312
H: -5.6025 3.1543 -0.6337  0.149
H: -6.8270 1.4519 2.3603  0.345
H: -5.2290 0.8393 2.8252  0.344
H: -6.0723 0.1295 1.4377  0.309
H: -3.8223 4.1786 -2.5302  0.302
H: -4.2418 2.4739 -2.8242  0.288
H: -3.2945 3.3792 -4.0197  0.329
H: -0.6267 1.4754 -2.3839  -0.198
H: -1.4305 1.7656 -3.9154  0.343
H: -2.2266 0.7520 -2.6798  0.318
H: -0.6894 4.9052 -2.6368  0.334
H: 0.2923 5.2606 -1.2065  0.317
H: -0.7979 6.5011 -1.8721  0.348
H: -2.7314 5.3933 0.9751  0.133
H: -1.8660 6.7495 0.2366  0.444
H: -0.9557 5.4611 1.0492  0.279
H: -3.9174 3.7587 2.7693  0.309
H: -2.1457 3.7979 2.9435  0.274
H: -3.1429 2.9839 4.1615  0.319
H: -1.8888 0.1355 2.2580  0.260
H: -1.7488 1.0037 3.7814  0.307
H: -0.8523 1.5742 2.3599  0.328
F: 3.3502 -6.1782 -5.5432  -0.254
C: 2.0805 -6.6257 -5.4241  0.881
F: 1.5218 -6.4318 -6.6528  -0.296
F: 2.1652 -7.9698 -5.2763  -0.315
C: 1.3242 -5.9633 -4.3299  0.540
C: 0.6082 -6.7041 -3.3970  -0.512
C: -0.0979 -6.0611 -2.3970  -0.631
C: -0.1120 -4.6590 -2.2929  0.610
C: 0.6106 -3.9304 -3.2567  -0.237
C: 1.3204 -4.5715 -4.2512  -0.587
C: -0.7888 -4.0068 -1.2251  0.332
C: -1.3244 -3.4513 -0.2558  -2.030
H: 0.6120 -7.7856 -3.4460  0.387
H: -0.6392 -6.6391 -1.6589  0.444
H: 0.6470 -2.8494 -3.1892  0.376
H: 1.8956 -3.9830 -4.9564  0.361

Strongest force on any atom ... 0.20 eV Å⁻¹
E_HOMO ... -0.04864 Eh
Frontier orbital gap ... 4.735 eV
Net charge ... -2
Energy above the lowest of the compared OMol25 structures with the same formula, charge and spin ... 0.0 kcal per mole



[2]
Entry from OMol25: a molecular structure, CH2O2S at a distorted geometry (ωB97M-V with the def2-TZVPD basis set).

Each line ends with the natural charge from an NBO analysis.
Atoms and positions in Å:
C: 0.5271 -0.1090 0.0171  0.466
H: -1.0795 1.1224 -0.5042  0.490
H: -1.2565 -0.7444 0.6733  0.462
O: -0.0242 1.0905 -0.0156  -0.666
O: -0.3578 -1.1984 -0.1309  -0.646
S: 2.1908 -0.1611 -0.0396  -0.105

Strongest force on any atom ... 6.67 eV Å⁻¹
E_HOMO ... -0.32684 Eh
Frontier orbital gap ... 8.227 eV
Net charge ... 0
Energy above the lowest of the compared OMol25 structures with the same formula, charge and spin ... 71.3 kcal per mole



- What is the formula in the second record?
  CH2O2S



- Look up the energy above the lowest of the compared OMol25 structures with the same formula, charge and spin of the second one.
  71.3 kcal per mole